1.
15
Properties=species:S:1:pos:R:3:lowdin_charge:R:1 method="wB97M-V/def2-TZVPD" total_energy_ha=-437.0616 largest_force_ha_per_bohr=0.114 orbital_gap_ha=0.3659 smiles="N[C@H](C=O)CC(=O)O" homo_ev=-9.42 relative_energy_ev=2.227
N -1.08 -1.34 0.35 0.10
C -0.75 -0.36 -0.68 -0.35
C -0.38 -1.07 -2.00 -0.20
O 0.45 -1.94 -1.91 0.08
C 0.44 0.53 -0.33 -0.07
C 0.50 1.07 1.08 -0.50
O 1.17 0.62 1.99 0.10
O -0.15 2.25 1.24 0.09
H -0.37 -1.66 0.82 0.02
H -1.79 -0.96 0.91 0.06
H -1.67 0.25 -0.91 0.15
H -0.68 -0.47 -2.81 0.10
H 0.38 1.26 -1.14 0.13
H 1.35 -0.09 -0.38 0.14
H -0.19 2.67 2.11 0.13

=====

2.
16
Properties=species:S:1:pos:R:3:lowdin_charge:R:1 method="wB97M-V/def2-TZVPD" total_energy_ha=-512.0587 largest_force_ha_per_bohr=0.077 orbital_gap_ha="0.2923 / 0.3035" homo_ev="-8.17 / -9.12" relative_energy_ev=8.809
C -0.96 -1.37 0.91 -0.13
C -1.39 -0.96 -0.50 -0.12
C 0.78 -0.52 -0.28 -0.29
C 0.19 2.17 0.08 0.12
N 2.00 0.00 -0.48 -0.39
O 2.66 0.04 0.54 0.07
O 2.26 0.45 -1.62 0.04
O 0.38 -0.99 0.92 0.04
O -0.21 -0.63 -1.17 0.05
H -1.36 -0.73 1.76 0.16
H -1.12 -2.50 1.06 0.16
H -1.95 -1.73 -1.01 0.13
H -1.89 0.09 -0.51 0.16
H 0.78 2.36 -0.77 0.00
H 0.65 2.07 1.09 0.04
H -0.83 2.26 -0.02 -0.03

=====

3.
16
Properties=species:S:1:pos:R:3:lowdin_charge:R:1 method="wB97M-V/def2-TZVPD" total_energy_ha=-512.1977 largest_force_ha_per_bohr=0.081 orbital_gap_ha=0.3867 homo_ev=-10.36 relative_energy_ev=5.028
O -0.39 2.89 -0.58 0.08
C -0.72 2.08 0.25 -0.20
C -0.15 0.69 0.33 -0.27
C -1.23 -0.39 0.11 -0.18
O -0.54 -1.52 -0.43 -0.17
C 1.04 -0.82 -1.08 -0.32
O 1.53 -1.15 -2.14 0.13
N 0.85 0.47 -0.68 0.11
H -1.50 2.31 1.01 0.14
H 0.28 0.55 1.34 0.15
H -1.68 -0.66 1.07 0.13
H -2.00 -0.08 -0.60 0.13
H 1.32 1.22 -1.16 0.17
O 1.65 -1.86 0.62 -0.16
H 0.33 -2.28 0.57 0.28
H 1.20 -1.43 1.37 0.00

=====

4.
16
Properties=species:S:1:pos:R:3:lowdin_charge:R:1 method="wB97M-V/def2-TZVPD" total_energy_ha=-512.3402 largest_force_ha_per_bohr=0.102 orbital_gap_ha=0.3680 smiles="N[C@@H](CC(=O)O)C(=O)O" homo_ev=-9.51 relative_energy_ev=1.150
N 1.55 -0.95 -0.12 0.09
C 0.60 0.09 -0.55 -0.28
C -0.80 -0.05 0.05 -0.06
C -1.43 -1.35 0.24 -0.60
O -1.06 -2.40 -0.27 0.10
O -2.50 -1.20 0.91 0.15
C 0.89 1.58 -0.35 -0.52
O 0.79 2.33 -1.33 0.08
O 1.43 1.97 0.79 0.13
H 2.53 -0.71 -0.24 0.09
H 1.42 -1.22 0.82 0.06
H 0.63 0.09 -1.66 0.16
H -1.51 0.37 -0.65 0.15
H -0.88 0.47 1.00 0.14
H -3.12 -1.96 0.84 0.16
H 1.47 2.92 0.51 0.15

=====

5.
17
Properties=species:S:1:pos:R:3:lowdin_charge:R:1 method="wB97M-V/def2-TZVPD" total_energy_ha=-910.3126 largest_force_ha_per_bohr=0.074 orbital_gap_ha=0.3613 smiles="C/C=C(/[N+](=O)[O-])S(C)(=O)=O" homo_ev=-10.54 relative_energy_ev=5.393
C 2.05 -1.78 -0.16 -0.08
C 1.96 -0.40 -0.66 -0.07
C 0.80 0.18 -0.89 -0.12
N 0.67 1.44 -1.51 -0.41
O 1.64 2.16 -1.62 0.10
O -0.44 1.65 -2.01 0.03
S -1.15 0.00 -0.13 0.69
C -2.36 -0.42 -1.39 -0.12
O -0.94 -1.03 0.82 -0.32
O -1.40 1.25 0.47 -0.28
H 3.18 -2.00 0.08 0.11
H 1.82 -2.53 -0.91 0.08
H 1.48 -2.06 0.74 0.08
H 2.77 0.20 -0.98 0.11
H -2.80 0.45 -1.64 0.01
H -1.90 -1.04 -2.21 0.11
H -3.16 -0.91 -0.84 0.07

=====

6.
17
Properties=species:S:1:pos:R:3:lowdin_charge:R:1 method="wB97M-V/def2-TZVPD" total_energy_ha=-910.4299 largest_force_ha_per_bohr=0.158 orbital_gap_ha="0.2967 / 0.2966" homo_ev="-7.61 / -7.61" relative_energy_ev=2.203
C 0.99 -0.53 0.03 -0.42
C -2.79 2.24 0.07 -0.45
C 2.47 -0.99 0.14 -0.15
C -0.19 -1.73 -0.26 -0.04
N -1.46 -1.45 -0.42 0.09
O -3.27 1.52 -0.70 0.18
O -2.38 3.04 0.79 0.21
O 0.87 1.70 1.01 -0.28
O -0.76 0.98 -0.74 -0.51
S 0.67 1.03 -0.48 0.87
H 2.91 -1.57 -0.65 0.05
H 3.07 -0.04 0.26 0.07
H 2.52 -1.37 1.18 0.07
H 0.12 -2.70 0.00 0.09
H 0.81 2.61 1.17 0.03
H -2.03 -2.25 -0.82 0.15
H -1.56 -0.46 -0.60 0.04

=====

7.
14
Properties=species:S:1:pos:R:3:lowdin_charge:R:1 method="wB97M-V/def2-TZVPD" total_energy_ha=-684.6601 largest_force_ha_per_bohr=0.067 orbital_gap_ha="0.2305 / 0.2766" homo_ev="-7.19 / -7.48" relative_energy_ev=4.000
C -0.60 -1.11 0.52 -0.30
C -0.71 -2.10 1.56 -0.62
C 1.07 0.98 0.01 -0.09
C 1.10 2.09 -1.05 -0.08
N 0.09 0.02 -0.06 0.08
O -1.71 -1.05 -0.35 -0.10
S -1.94 -3.18 1.49 0.63
H 0.09 -2.36 2.24 0.04
H 1.60 1.15 0.88 0.08
H 0.55 2.96 -0.72 0.06
H 0.87 1.79 -2.13 0.10
H 2.12 2.50 -1.10 0.07
H -0.23 0.16 -0.96 0.09
H -2.31 -1.85 -0.33 0.04

=====

8.
14
Properties=species:S:1:pos:R:3:lowdin_charge:R:1 method="wB97M-V/def2-TZVPD" total_energy_ha=-684.7472 largest_force_ha_per_bohr=0.034 orbital_gap_ha=0.3569 smiles="N[C@@H]1C[C@@H]1SC=O" homo_ev=-9.07 relative_energy_ev=1.629
N 1.08 -1.51 -0.91 0.05
C 0.56 -0.35 -1.60 -0.40
C 0.97 0.99 -1.09 -0.07
C -0.50 0.50 -1.01 -0.52
S -1.39 0.19 0.48 1.01
C -0.29 0.04 1.78 -0.64
O 0.93 0.08 1.81 -0.05
H 0.35 -2.21 -0.81 0.08
H 1.32 -1.23 0.06 0.06
H 0.59 -0.45 -2.66 0.12
H 1.25 1.79 -1.77 0.10
H 1.52 0.97 -0.15 0.09
H -1.21 0.80 -1.74 0.08
H -0.89 0.04 2.72 0.08

=====

9.
14
Properties=species:S:1:pos:R:3:lowdin_charge:R:1 method="wB97M-V/def2-TZVPD" total_energy_ha=-684.6652 largest_force_ha_per_bohr=0.089 orbital_gap_ha=0.3408 homo_ev=-8.73 relative_energy_ev=3.861
C 2.81 -0.23 -0.05 -0.17
C 1.66 -0.59 -0.47 -0.15
C 0.40 -0.68 0.28 -0.36
C -2.10 0.17 0.50 -0.26
N -0.27 1.85 -0.80 -0.43
O 3.92 -0.04 0.26 0.19
S -0.45 0.98 0.47 0.84
H 1.43 -0.47 -1.46 0.09
H -0.48 1.33 -1.73 0.02
H -0.34 -1.36 -0.05 0.05
H 0.47 -0.97 1.31 0.08
H -2.13 -0.60 1.24 0.05
H -2.21 -0.39 -0.32 0.00
H -2.71 1.00 0.83 0.05

=====

10.
13
Properties=species:S:1:pos:R:3:lowdin_charge:R:1 method="wB97M-V/def2-TZVPD" total_energy_ha=-235.2565 largest_force_ha_per_bohr=0.033 total_charge=+1 orbital_gap_ha=0.4114 homo_ev=-14.89 relative_energy_ev=0.223
Rb -0.48 -4.56 1.80 0.95
C -1.26 1.03 -0.34 -0.07
C 0.23 1.05 0.22 -0.22
C 1.17 -0.01 -0.34 -0.18
C 0.74 -1.37 -0.13 -0.21
N 0.28 -2.42 0.04 0.04
H -1.79 0.15 0.03 0.06
H -1.33 1.17 -1.42 0.08
H -1.80 1.85 0.13 0.07
H 0.22 0.96 1.30 0.10
H 0.61 2.07 0.16 0.11
H 2.22 -0.04 -0.04 0.13
H 1.20 0.13 -1.42 0.13

=====

11.
13
Properties=species:S:1:pos:R:3:lowdin_charge:R:1 method="wB97M-V/def2-TZVPD" total_energy_ha=-609.3964 largest_force_ha_per_bohr=0.076 orbital_gap_ha="0.2989 / 0.2989" smiles="C=[NH+][S-].C=C=C" homo_ev="-8.08 / -8.08" relative_energy_ev=4.412
C -2.63 0.67 -0.35 -0.07
N -2.72 -0.56 0.09 -0.69
S -1.63 -1.73 0.10 0.49
H -1.80 1.15 -0.91 0.09
H -3.53 1.24 -0.03 0.09
H -3.53 -0.50 0.77 0.12
C 2.13 0.97 0.00 -0.04
C 1.99 -0.32 -0.11 -0.22
C 2.37 -1.56 -0.23 -0.02
H 2.07 1.66 -0.91 0.07
H 2.16 1.47 1.00 0.07
H 3.37 -1.79 -0.29 0.03
H 1.63 -2.42 -0.19 0.07

=====

12.
13
Properties=species:S:1:pos:R:3:lowdin_charge:R:1 method="wB97M-V/def2-TZVPD" total_energy_ha=-609.4077 largest_force_ha_per_bohr=0.089 orbital_gap_ha="0.2682 / 0.2774" homo_ev="-7.58 / -7.95" relative_energy_ev=4.102
C 0.60 -0.22 -0.88 -0.28
C -2.79 -0.22 2.21 -0.33
C -0.46 0.77 0.95 -0.47
C 1.48 -0.08 -2.07 -0.09
N 0.40 0.74 -0.08 -0.06
S -1.40 -0.64 1.24 0.91
H -0.03 -1.25 -0.78 0.12
H -2.67 0.80 2.56 0.00
H -3.00 -0.99 2.83 -0.06
H -0.41 1.54 1.65 0.05
H 1.40 0.98 -2.40 0.09
H 2.48 -0.07 -1.65 0.08
H 1.21 -0.63 -2.94 0.06

=====

13.
13
Properties=species:S:1:pos:R:3:lowdin_charge:R:1 method="wB97M-V/def2-TZVPD" total_energy_ha=-609.4054 largest_force_ha_per_bohr=0.091 orbital_gap_ha=0.3314 homo_ev=-8.28 relative_energy_ev=4.166
C 2.35 0.48 -0.12 0.01
C 1.20 0.90 0.35 -0.19
N 0.21 1.33 0.93 0.09
C -1.14 1.05 0.77 -0.23
C -1.68 -0.12 0.43 -0.45
S -0.94 -1.76 0.52 0.74
H 2.86 1.02 -0.83 0.03
H 2.61 -0.48 0.10 0.03
H -1.67 1.99 0.68 0.10
H -2.74 -0.39 0.37 0.05
H -1.88 -2.45 0.14 -0.22
H 0.37 -0.42 -1.71 0.03
H 0.46 -1.15 -1.63 0.01

=====

14.
13
Properties=species:S:1:pos:R:3:lowdin_charge:R:1 method="wB97M-V/def2-TZVPD" total_energy_ha=-609.4242 largest_force_ha_per_bohr=0.086 orbital_gap_ha=0.3545 homo_ev=-8.93 relative_energy_ev=3.654
C -1.59 -0.51 -0.56 -0.01
C 0.79 -0.11 -1.36 -0.29
C -0.32 -0.26 -0.51 -0.22
C 0.33 0.53 1.24 -0.40
N 0.95 0.74 -2.31 0.12
S -0.80 0.04 2.55 0.71
H -2.19 -0.51 0.41 0.03
H -2.26 -0.98 -1.31 0.07
H 1.59 -0.73 -1.07 0.09
H 0.18 1.57 1.01 0.03
H 1.32 0.13 1.30 0.03
H 1.90 0.78 -2.53 0.01
H 0.10 -0.68 3.12 -0.18

=====

15.
13
Properties=species:S:1:pos:R:3:lowdin_charge:R:1 method="wB97M-V/def2-TZVPD" total_energy_ha=-609.3991 largest_force_ha_per_bohr=0.131 orbital_gap_ha=0.3278 smiles="S=CNC1CC1" homo_ev=-8.31 relative_energy_ev=4.336
S 3.34 -0.21 -0.02 0.55
C 1.72 0.02 0.12 -0.83
N 0.81 0.99 0.02 -0.09
C -0.60 0.71 -0.14 -0.30
C -1.04 -0.74 -0.66 -0.08
C -1.09 -0.27 0.78 -0.15
H 0.99 -0.87 0.41 0.06
H 1.36 1.93 -0.40 0.22
H -0.96 1.77 -0.77 0.21
H -2.04 -0.91 -1.07 0.10
H -0.48 -1.51 -0.98 0.05
H -0.03 -0.70 1.36 0.16
H -1.98 -0.20 1.36 0.09

=====

16.
13
Properties=species:S:1:pos:R:3:lowdin_charge:R:1 method="wB97M-V/def2-TZVPD" total_energy_ha=-609.5480 largest_force_ha_per_bohr=0.056 orbital_gap_ha=0.3260 smiles="S=C1CCCN1" homo_ev=-8.09 relative_energy_ev=0.286
S 2.90 -0.61 -0.39 0.57
C 1.31 -0.26 -0.07 -0.88
C 0.14 -0.70 -0.94 -0.19
C -1.02 0.14 -0.44 -0.19
C -0.67 0.54 0.95 -0.19
N 0.76 0.44 0.91 0.01
H 0.26 -0.51 -2.04 0.13
H 0.09 -1.80 -0.76 0.12
H -1.91 -0.54 -0.43 0.13
H -1.15 1.03 -1.08 0.13
H -1.04 1.47 1.19 0.10
H -1.10 -0.16 1.64 0.12
H 1.45 0.95 1.46 0.15

=====

17.
13
Properties=species:S:1:pos:R:3:lowdin_charge:R:1 method="wB97M-V/def2-TZVPD" total_energy_ha=-609.3920 spin_multiplicity=3 largest_force_ha_per_bohr=0.058 s2=2.03 orbital_gap_ha="0.3414 / 0.2785" homo_ev="-8.31 / -9.60" relative_energy_ev=0.451
C -1.52 0.22 1.71 0.02
C -1.81 -0.54 0.62 -0.41
C 0.95 0.15 -0.93 -0.07
C 1.84 0.47 -1.84 -0.06
N -1.25 -1.82 0.55 -0.48
S -1.65 -2.67 -0.76 0.69
H -1.98 1.19 1.76 0.05
H -1.32 -0.28 2.64 0.06
H -2.06 0.02 -0.28 0.09
H 0.71 -0.89 -0.62 0.04
H 0.32 0.90 -0.64 0.01
H 1.81 1.37 -2.35 0.02
H 2.49 -0.22 -2.38 0.05